Entry from the Open Molecules 2025 dataset: a molecular structure, C46H47As2N7O9RuS2 at a distorted geometry (ωB97M-V with the def2-TZVPD basis set).

E_HOMO (alpha / beta): -9.623 / -9.616 eV
⟨S²⟩: 8.787
Total charge: +1
Kohn-Sham gap (alpha / beta): 6.745 / 5.246 eV
Energy above the lowest of the compared OMol25 structures with the same formula, charge and spin: 7.4284 eV
Spin multiplicity: 6

Element x y z (Å)
C  -2.6719  1.1362  -1.5853
C  -5.0301  1.2704  -1.6448
C  0.4350  4.0118  4.9268
As  -0.1025  -2.3272  -1.9167
N  0.7014  -0.9356  2.3459
H  1.4946  -4.9759  -5.2503
H  0.4210  -4.4520  -0.6141
H  -2.2402  4.2383  2.1553
C  4.0544  -2.2041  3.3266
O  2.7305  -2.0341  -2.4857
H  -5.0897  -5.6711  -5.2533
N  1.1046  0.1154  1.4791
O  -1.5658  -0.5703  -3.7168
C  -2.6083  2.1505  -2.5343
C  -3.7379  2.7427  -3.0785
C  1.4142  -2.3589  4.1778
H  -0.8478  3.0083  -3.4124
H  -3.3613  1.4350  3.1031
H  1.6027  -4.2064  -1.9085
H  -1.1855  2.0685  2.6832
H  -4.9288  -6.7829  -3.8727
O  -2.0085  -0.9608  -5.8249
H  -4.1678  0.3756  5.1878
C  -2.2873  -0.3095  2.4740
O  -4.3454  -3.8871  -3.7568
H  1.7004  -0.3722  -1.9300
H  -3.9643  -0.0915  -0.3653
C  1.0295  -3.7166  -1.1275
O  2.9599  -2.2469  -4.6495
C  -1.4889  4.1794  2.9320
C  2.5325  -2.1400  -6.0027
C  -1.4869  -3.7242  1.4336
C  -4.6863  -4.2259  -0.4602
H  -1.0054  -4.0787  0.5348
H  2.1464  -3.6343  5.7384
C  -1.1155  -2.3186  1.7812
C  -1.7032  -3.3375  -2.4465
C  -2.7400  -3.2355  -1.3779
Ru  -0.8243  -0.7774  -0.0064
H  0.3825  -2.3746  4.5062
H  1.3405  1.6818  -2.9148
C  3.7164  -2.9708  4.4294
C  -3.3146  -4.4855  -3.9132
H  1.1905  3.9523  5.7008
C  -0.5623  1.5128  -1.9852
C  -0.8911  2.9586  3.2261
H  -4.9030  -3.1896  -0.2192
C  -1.9576  -1.6298  2.7680
H  -6.0030  0.9442  -1.3041
H  -1.9661  -0.6233  -7.8129
C  1.7472  -1.6228  3.0571
C  0.6045  -5.1043  -4.6366
H  3.4569  -0.0760  -0.8277
C  1.8093  1.3015  1.9814
C  2.1540  -2.1346  -3.5716
C  -3.5455  -0.1883  4.5060
H  -1.9229  -2.3475  -7.3750
H  1.9890  -1.2105  -6.1705
C  -1.5531  -1.3541  -7.1221
N  -1.3616  0.7585  -1.2625
C  -0.1629  -2.1473  -4.7592
C  3.0650  -1.5229  2.6291
H  -1.5905  6.2642  3.4149
C  2.4545  0.2195  1.0304
N  3.3558  -0.7353  1.5220
H  -4.1456  -7.1836  -5.4249
O  -3.4704  -4.3234  -1.2281
C  -1.9491  -3.9298  -3.6184
H  -5.4693  -4.6473  -1.0848
C  -3.2356  -1.5170  4.7961
H  1.7130  -3.2474  -0.4255
H  0.8486  -4.9217  -3.5960
H  -4.5683  -4.8148  0.4472
O  -3.2073  -5.7376  -4.3641
C  -0.1624  5.2265  4.6377
C  -2.4583  -2.2453  3.9140
H  0.1303  0.7218  4.1563
C  -4.4337  -6.3801  -4.7549
C  2.6611  0.5651  -0.4451
S  2.3800  1.3893  3.6656
C  2.3994  -3.0519  4.8648
N  1.4632  0.3448  -1.2518
H  0.2452  -6.1254  -4.7563
C  -4.9535  2.2797  -2.6153
H  -2.5647  -3.8398  1.3608
C  0.7189  -2.0924  -3.6473
N  0.1003  -1.8854  1.4394
As  -0.8087  -3.9293  -5.2919
O  -1.8637  0.2281  1.3185
H  1.9115  -2.9814  -6.3054
H  0.9681  1.4111  5.5447
H  -3.6123  -1.9800  5.6966
H  -3.6747  3.5239  -3.8229
C  -1.1251  5.3136  3.6372
H  -2.2227  -3.2809  4.1237
C  -3.8981  0.6843  -1.1126
H  -0.4637  -1.3398  -7.1757
O  -2.8590  -2.2372  -0.6858
N  -1.2545  2.3601  -2.7599
S  1.3436  2.8383  1.2683
H  -1.1207  -4.3384  2.2628
H  3.4514  -2.1461  -6.5841
C  -3.0911  0.4181  3.3494
H  -5.8665  2.7073  -3.0056
C  0.7519  1.5551  4.4851
C  0.9280  1.5251  -1.9107
H  0.1218  6.1106  5.1921
H  2.9935  1.6035  -0.5192
H  4.4943  -3.4986  4.9635
H  1.1836  2.4039  -1.3119
H  5.0857  -2.1274  3.0065
C  0.0791  2.8664  4.2220
H  4.3288  -0.5997  1.2967
C  -1.2685  -1.1843  -4.7238

Mulliken population analysis, charges in e, atoms 1 to 4: atom 1 (C): 0.0892, atom 2 (C): -1.0388, atom 3 (C): -0.6683, atom 4 (As): 2.7071